The molecule C3H7NO at a distorted geometry, computed with ωB97M-V with the def2-TZVPD basis set.

Energy above the lowest of the compared OMol25 structures with the same formula, charge and spin = 16.3 kcal/mol
Total charge = 0
SMILES string = CNC(C)=O

Last column: Mulliken charge in e.
Atoms and positions in Å:
C -1.6155 -0.2226 0.0627  -0.70
N -0.3383 -0.9617 -0.2485  -0.24
C 0.9851 -0.5174 -0.0725  0.64
C 1.2277 0.9910 -0.0356  -1.11
O 1.9271 -1.3401 0.0720  -0.61
H -1.4300 0.8782 0.0496  0.30
H -2.0001 -0.5122 1.0141  0.26
H -2.3707 -0.5393 -0.6818  0.24
H -0.3745 -1.9559 0.0562  0.27
H 0.8311 1.4623 -0.9236  0.36
H 0.8352 1.5748 0.8139  0.30
H 2.3229 1.1429 -0.1065  0.29

Atomic forces in eV per Å
C 1.37 0.12 -1.35
N 0.42 -0.55 1.14
C 0.68 -1.35 1.05
C 0.97 0.04 -0.41
O -2.57 2.09 -0.59
H -0.30 -0.96 -0.16
H -0.09 -0.10 0.90
H 0.44 0.54 0.21
H 0.01 1.02 -0.66
H -0.36 0.06 -0.36
H 0.05 -0.73 -0.09
H -0.62 -0.16 0.31